Entry 1:
Here is 2 unconnected molecules or ions with the total composition C9H14O at a distorted geometry from the OMol25 dataset. Energies are from wB97M-V/def2-TZVPD.

As for the gap between HOMO and LUMO (spin up / spin down): 9.09 / 5.63 eV. The multiplicity is 2. As for the total charge: +1. As for the expectation value of S²: 0.7677. The value obtained for the energy above the lowest of the compared OMol25 structures with the same formula, charge and spin is 65.8 kcal per mole.

Geometry (Å):
1 C -3.034 1.502 3.446
2 C -2.107 0.410 3.831
3 H -3.229 1.621 2.292
4 H -4.125 1.044 3.505
5 H -2.980 2.478 4.006
6 H -1.772 -0.146 2.894
7 H -2.595 -0.117 4.463
8 H -1.190 0.833 4.229
9 C 1.554 1.216 1.194
10 C 1.232 -1.046 0.103
11 C 1.028 0.429 -0.001
12 C 1.008 -1.716 -1.099
13 C 0.556 1.102 -1.240
14 C 0.487 -1.021 -2.228
15 C 0.384 0.343 -2.438
16 O 0.101 -1.842 -3.299
17 H 1.544 -1.708 0.929
18 H 0.920 -2.777 -1.255
19 H 1.425 0.730 2.178
20 H 1.306 2.262 1.155
21 H 0.411 2.184 -1.069
22 H 0.074 0.774 -3.335
23 H -0.055 -1.230 -4.033
24 H 2.806 1.484 1.034

Mulliken population analysis, charges in e, atoms 1 to 5: -0.7750, -0.6341, 0.2209, 0.2278, 0.2832

Entry 2:
Here is a molecular structure, C22H37Br3CaF4GaN6O10S at a distorted geometry from the OMol25 dataset. Energies are from wB97M-V/def2-TZVPD.

As for the gap between HOMO and LUMO: 3.01 eV. As for the total charge: -1.

Geometry (Å):
1 C 4.767 3.153 1.773
2 C 3.668 3.509 1.531
3 C 2.297 3.927 1.348
4 Ga 1.234 2.737 0.055
5 C -0.703 3.190 0.333
6 C -1.712 2.455 -0.579
7 C -2.785 1.669 0.217
8 C -4.241 2.024 -0.071
9 N -4.746 3.118 0.799
10 C -4.060 4.371 0.578
11 N -4.121 4.977 -0.559
12 N -3.364 4.796 1.703
13 C 1.771 0.844 0.473
14 C 0.712 -0.202 0.107
15 C 0.510 -1.383 1.063
16 C -0.183 -1.106 2.362
17 O -0.672 0.269 2.450
18 C -1.177 0.565 3.635
19 O -0.996 1.611 4.201
20 C 1.903 3.201 -1.876
21 F 3.256 3.604 -1.799
22 F 1.223 4.252 -2.527
23 C 1.887 2.012 -2.846
24 F 2.066 2.407 -4.185
25 F 2.962 1.127 -2.596
26 H 5.789 2.892 2.013
27 H 2.230 4.986 1.075
28 H 1.765 3.822 2.303
29 H -0.790 4.264 0.121
30 H -0.916 3.070 1.399
31 H -2.238 3.203 -1.175
32 H -1.230 1.757 -1.270
33 H -2.640 0.599 0.029
34 H -2.642 1.798 1.297
35 H -4.387 2.214 -1.137
36 H -4.846 1.151 0.197
37 H -5.699 3.304 0.491
38 H -3.586 5.847 -0.528
39 H -3.135 3.991 2.276
40 H -2.487 5.238 1.435
41 H 1.981 0.785 1.543
42 H 2.665 0.627 -0.117
43 H 0.999 -0.674 -0.851
44 H -0.283 0.231 -0.044
45 H 1.449 -1.922 1.187
46 H -0.163 -2.015 0.538
47 H 0.475 -1.325 3.175
48 H -1.044 -1.784 2.422
49 H -1.831 -0.223 4.050
50 H 0.942 1.449 -2.799
51 C -4.212 2.109 -4.364
52 O -3.509 2.104 -3.378
53 N -3.697 2.032 -5.638
54 N -5.579 2.198 -4.292
55 H -4.260 2.040 -6.466
56 H -2.700 1.975 -5.721
57 H -5.981 2.266 -3.376
58 H -6.179 2.209 -5.094
59 C 1.601 -4.938 3.572
60 C 1.977 -3.523 3.648
61 N 2.272 -2.414 3.642
62 H 1.832 -5.398 4.533
63 H 0.536 -5.038 3.373
64 H 2.146 -5.443 2.780
65 C 3.447 -2.675 -4.158
66 C 2.461 -1.708 -3.536
67 O 1.344 -2.594 -3.166
68 S 1.931 -4.039 -2.738
69 O 2.008 -4.114 -1.337
70 O 1.148 -4.997 -3.498
71 O 3.350 -3.887 -3.350
72 H 3.173 -2.932 -5.180
73 H 4.466 -2.303 -4.135
74 H 2.123 -0.936 -4.219
75 H 2.835 -1.242 -2.625
76 Ca -0.801 -3.698 -3.082
77 C -0.282 -5.635 0.434
78 O -1.333 -6.116 -0.062
79 O 0.070 -4.414 0.224
80 O 0.555 -6.321 1.115
81 C 3.934 -6.665 6.970
82 Br 3.667 -4.772 6.840
83 Br 2.666 -7.633 5.901
84 Br 5.740 -7.156 6.532
85 H 3.769 -6.948 7.998

Mulliken population analysis, charges in e, atoms 1 to 5: -0.1065, -0.7071, -0.4707, -1.3474, -0.9302

Entry 3:
Here is 2 unconnected molecules or ions with the total composition C4H8BrF at a distorted geometry from the OMol25 dataset. Energies are from wB97M-V/def2-TZVPD.

As for the gap between HOMO and LUMO (spin up / spin down): 6.90 / 9.73 eV. The value obtained for the energy above the lowest of the compared OMol25 structures with the same formula, charge and spin is 99.4 kcal per mole.

Geometry (Å):
1 C 0.510 -0.237 -1.500
2 C 1.296 -0.915 0.737
3 C 1.027 0.145 -0.235
4 C -1.838 1.277 0.926
5 F -2.300 2.112 -0.035
6 Br -2.554 -0.499 0.559
7 H -0.382 -0.898 -1.343
8 H 0.110 0.657 -2.058
9 H 1.295 -0.780 -2.139
10 H 0.288 -1.283 0.993
11 H 1.814 -0.508 1.611
12 H 1.944 -1.712 0.410
13 H 0.667 1.043 0.155
14 H -1.877 1.597 1.918

Mulliken population analysis, charges in e, atoms 1 to 5: -0.7491, -0.7457, -0.4349, -0.1043, -0.1798

Entry 4:
Here is a molecular structure, C23H40Cl3FeN4O3Si at a distorted geometry from the OMol25 dataset. Energies are from wB97M-V/def2-TZVPD.

As for the gap between HOMO and LUMO (spin up / spin down): 7.84 / 7.15 eV. The multiplicity is 5. As for the total charge: -1. As for the expectation value of S²: 6.0130. The value obtained for the energy above the lowest of the compared OMol25 structures with the same formula, charge and spin is 27.3 kcal per mole.

Geometry (Å):
1 C 1.476 4.640 -1.438
2 C 0.358 4.088 -0.596
3 H 1.256 5.658 -1.771
4 H 1.478 4.018 -2.341
5 H 2.501 4.666 -1.018
6 C -0.759 4.807 -0.347
7 C -0.964 6.263 -0.652
8 H -1.576 4.342 0.190
9 H -0.964 6.522 -1.727
10 H -0.231 6.911 -0.139
11 H -1.962 6.523 -0.273
12 Fe 1.409 -2.888 0.912
13 Cl 3.329 -3.023 1.922
14 Cl 0.815 -3.943 -0.896
15 H 0.276 -8.033 1.338
16 H 3.307 -7.667 0.969
17 C 0.473 -7.089 0.803
18 C 2.870 -6.718 0.636
19 N 1.635 -6.402 1.312
20 H -0.406 -6.441 0.851
21 C 1.591 -5.803 2.528
22 O 0.586 -5.702 3.237
23 H 3.594 -5.919 0.778
24 H 2.570 -5.387 2.813
25 H 0.682 -7.334 -0.246
26 H 2.640 -6.845 -0.423
27 H -1.361 1.621 -2.999
28 H -2.831 3.261 -2.276
29 C -1.942 0.738 -2.692
30 C -3.629 2.495 -2.198
31 N -3.003 1.214 -1.822
32 H -1.308 0.053 -2.121
33 C -3.392 0.447 -0.755
34 O -2.845 -0.621 -0.446
35 H -4.353 2.793 -1.419
36 H -4.232 0.901 -0.174
37 H -2.331 0.216 -3.590
38 H -4.129 2.429 -3.189
39 O 0.558 1.714 -1.251
40 C 0.601 2.660 -0.130
41 C -1.666 2.197 0.818
42 C -0.291 2.161 1.000
43 H -2.003 2.388 -0.201
44 C -2.540 2.302 1.908
45 H 1.642 2.758 0.218
46 C 0.208 1.890 2.285
47 H -3.600 2.476 1.735
48 C -2.021 2.258 3.207
49 C -0.661 1.987 3.386
50 H 1.287 1.772 2.404
51 H -2.682 2.461 4.055
52 H -0.253 1.936 4.406
53 Si 1.759 0.412 -1.872
54 Cl 1.030 -0.745 0.273
55 C 0.807 -0.378 -3.274
56 C 3.186 -1.044 -1.965
57 C 2.732 1.954 -2.099
58 H 0.175 0.382 -3.767
59 H 0.206 -1.169 -2.799
60 H 1.398 -0.856 -4.076
61 H 2.058 2.599 -2.674
62 H 3.643 1.925 -2.681
63 H 2.913 2.403 -1.112
64 H 2.765 -2.072 -1.980
65 H 3.930 -1.011 -1.143
66 H 3.787 -1.005 -2.906
67 N -1.338 -2.119 1.657
68 C -1.924 -1.441 2.646
69 C -1.122 -1.572 3.783
70 C -0.048 -2.377 3.407
71 N -0.146 -2.660 2.075
72 H -1.662 -2.209 0.697
73 H -2.859 -0.894 2.478
74 H -1.263 -1.093 4.751
75 H 0.769 -2.783 4.000

Mulliken population analysis, charges in e, atoms 1 to 5: -1.5613, 0.4489, 0.4955, 0.2219, 0.2911

Entry 5:
Here is a molecular structure, C23H42CrN3OP2 at a distorted geometry from the OMol25 dataset. Energies are from wB97M-V/def2-TZVPD.

As for the gap between HOMO and LUMO (spin up / spin down): 4.58 / 7.16 eV. The multiplicity is 5. As for the total charge: +1. As for the expectation value of S²: 6.0596. The value obtained for the energy above the lowest of the compared OMol25 structures with the same formula, charge and spin is 0.0 kcal per mole.

Geometry (Å):
1 Cr 0.207 0.131 -0.218
2 P 0.431 1.885 1.333
3 P -0.253 -1.237 -2.122
4 N -1.300 1.411 -1.032
5 C -1.204 2.695 1.114
6 H -1.742 2.630 2.072
7 H -1.030 3.767 0.928
8 C -2.098 2.132 0.007
9 H -2.861 1.448 0.413
10 H -2.657 2.943 -0.494
11 C -2.107 0.889 -2.196
12 H -1.755 1.404 -3.110
13 H -3.162 1.173 -2.057
14 C -1.985 -0.630 -2.345
15 H -2.334 -0.931 -3.345
16 H -2.622 -1.142 -1.605
17 C -0.350 -3.095 -2.218
18 C -0.373 -3.730 -0.822
19 H -1.254 -3.421 -0.246
20 H 0.527 -3.474 -0.241
21 H -0.402 -4.827 -0.921
22 C 0.492 -0.635 -3.707
23 C 2.010 -0.848 -3.743
24 H 2.466 -0.015 -4.294
25 H 2.265 -1.774 -4.276
26 H 2.470 -0.875 -2.744
27 C 1.690 3.214 1.005
28 C 3.106 2.836 1.462
29 H 3.811 3.545 1.008
30 H 3.409 1.827 1.150
31 H 3.208 2.928 2.552
32 C 0.595 1.397 3.119
33 C 1.870 0.582 3.392
34 H 1.673 -0.119 4.218
35 H 2.708 1.228 3.693
36 H 2.196 -0.021 2.532
37 C 1.952 -0.575 -0.124
38 C -0.227 -1.207 -4.949
39 H -1.009 -1.944 -4.717
40 H -0.705 -0.390 -5.508
41 H 0.493 -1.686 -5.627
42 C 1.315 4.616 1.530
43 H 2.203 5.108 1.955
44 H 0.937 5.247 0.711
45 H 0.548 4.592 2.317
46 C 0.429 2.538 4.133
47 H 0.410 2.099 5.143
48 H 1.269 3.248 4.103
49 H -0.514 3.082 4.000
50 C 0.715 -3.787 -3.087
51 H 1.735 -3.541 -2.768
52 H 0.595 -4.875 -2.984
53 H 0.614 -3.562 -4.156
54 H -1.340 -3.265 -2.681
55 H -0.270 0.722 3.246
56 H 0.302 0.451 -3.669
57 H 1.682 3.239 -0.100
58 O 2.993 -1.102 0.025
59 H -0.659 2.103 -1.437
60 H 1.138 1.058 -1.075
61 N -5.231 -2.303 2.285
62 C -4.064 -2.203 2.246
63 C -2.614 -2.090 2.213
64 C -1.816 -2.805 3.114
65 C -0.439 -2.696 3.024
66 C 0.106 -1.882 2.034
67 N -0.672 -1.125 1.227
68 C -2.028 -1.238 1.284
69 H -2.291 -3.432 3.866
70 H 0.239 -3.225 3.695
71 H 1.188 -1.831 1.882
72 H -2.624 -0.632 0.586

Mulliken population analysis, charges in e, atoms 1 to 5: -2.2020, 1.5853, 0.8843, 0.0940, -1.2701

Entry 6:
Here is a single C10H14Si molecule at a distorted geometry from the OMol25 dataset. Energies are from wB97M-V/def2-TZVPD.

As for the gap between HOMO and LUMO (spin up / spin down): 7.97 / 7.08 eV. The value obtained for the energy above the lowest of the compared OMol25 structures with the same formula, charge and spin is 131.6 kcal per mole.

Geometry (Å):
1 C -3.019 -0.914 0.028
2 C -2.070 -1.863 -0.396
3 C -2.540 0.342 0.391
4 C -0.752 -1.568 -0.325
5 C -1.180 0.606 0.285
6 C -0.233 -0.338 0.030
7 C -0.697 2.051 0.467
8 C -0.503 2.671 -0.821
9 C 2.483 -0.477 1.737
10 C 2.433 -0.907 -1.598
11 Si 1.704 -0.083 0.021
12 H -4.087 -1.329 0.025
13 H -2.294 -2.794 -0.649
14 H -3.061 1.218 0.714
15 H 0.031 -2.417 -0.620
16 H -1.203 2.692 1.229
17 H 0.222 2.037 1.053
18 H -1.269 3.248 -1.140
19 H 0.564 2.928 -1.149
20 H 2.842 -1.592 1.780
21 H 3.374 0.186 1.932
22 H 1.569 -0.451 2.524
23 H 1.938 -0.392 -2.375
24 H 3.520 -0.934 -1.498
25 H 2.228 -1.919 -1.647

Mulliken population analysis, charges in e, atoms 1 to 5: -0.3598, -0.8945, -0.6577, 0.0204, 0.9749

What did the fourth record say?
Here is a molecular structure, C23H40Cl3FeN4O3Si at a distorted geometry from the OMol25 dataset. Energies are from wB97M-V/def2-TZVPD.

As for the gap between HOMO and LUMO (spin up / spin down): 7.84 / 7.15 eV. The multiplicity is 5. As for the total charge: -1. As for the expectation value of S²: 6.0130. The value obtained for the energy above the lowest of the compared OMol25 structures with the same formula, charge and spin is 27.3 kcal per mole.

Geometry (Å):
1 C 1.476 4.640 -1.438
2 C 0.358 4.088 -0.596
3 H 1.256 5.658 -1.771
4 H 1.478 4.018 -2.341
5 H 2.501 4.666 -1.018
6 C -0.759 4.807 -0.347
7 C -0.964 6.263 -0.652
8 H -1.576 4.342 0.190
9 H -0.964 6.522 -1.727
10 H -0.231 6.911 -0.139
11 H -1.962 6.523 -0.273
12 Fe 1.409 -2.888 0.912
13 Cl 3.329 -3.023 1.922
14 Cl 0.815 -3.943 -0.896
15 H 0.276 -8.033 1.338
16 H 3.307 -7.667 0.969
17 C 0.473 -7.089 0.803
18 C 2.870 -6.718 0.636
19 N 1.635 -6.402 1.312
20 H -0.406 -6.441 0.851
21 C 1.591 -5.803 2.528
22 O 0.586 -5.702 3.237
23 H 3.594 -5.919 0.778
24 H 2.570 -5.387 2.813
25 H 0.682 -7.334 -0.246
26 H 2.640 -6.845 -0.423
27 H -1.361 1.621 -2.999
28 H -2.831 3.261 -2.276
29 C -1.942 0.738 -2.692
30 C -3.629 2.495 -2.198
31 N -3.003 1.214 -1.822
32 H -1.308 0.053 -2.121
33 C -3.392 0.447 -0.755
34 O -2.845 -0.621 -0.446
35 H -4.353 2.793 -1.419
36 H -4.232 0.901 -0.174
37 H -2.331 0.216 -3.590
38 H -4.129 2.429 -3.189
39 O 0.558 1.714 -1.251
40 C 0.601 2.660 -0.130
41 C -1.666 2.197 0.818
42 C -0.291 2.161 1.000
43 H -2.003 2.388 -0.201
44 C -2.540 2.302 1.908
45 H 1.642 2.758 0.218
46 C 0.208 1.890 2.285
47 H -3.600 2.476 1.735
48 C -2.021 2.258 3.207
49 C -0.661 1.987 3.386
50 H 1.287 1.772 2.404
51 H -2.682 2.461 4.055
52 H -0.253 1.936 4.406
53 Si 1.759 0.412 -1.872
54 Cl 1.030 -0.745 0.273
55 C 0.807 -0.378 -3.274
56 C 3.186 -1.044 -1.965
57 C 2.732 1.954 -2.099
58 H 0.175 0.382 -3.767
59 H 0.206 -1.169 -2.799
60 H 1.398 -0.856 -4.076
61 H 2.058 2.599 -2.674
62 H 3.643 1.925 -2.681
63 H 2.913 2.403 -1.112
64 H 2.765 -2.072 -1.980
65 H 3.930 -1.011 -1.143
66 H 3.787 -1.005 -2.906
67 N -1.338 -2.119 1.657
68 C -1.924 -1.441 2.646
69 C -1.122 -1.572 3.783
70 C -0.048 -2.377 3.407
71 N -0.146 -2.660 2.075
72 H -1.662 -2.209 0.697
73 H -2.859 -0.894 2.478
74 H -1.263 -1.093 4.751
75 H 0.769 -2.783 4.000

Mulliken population analysis, charges in e, atoms 1 to 5: -1.5613, 0.4489, 0.4955, 0.2219, 0.2911

Copy entry 6 word for word.
Here is a single C10H14Si molecule at a distorted geometry from the OMol25 dataset. Energies are from wB97M-V/def2-TZVPD.

As for the gap between HOMO and LUMO (spin up / spin down): 7.97 / 7.08 eV. The value obtained for the energy above the lowest of the compared OMol25 structures with the same formula, charge and spin is 131.6 kcal per mole.

Geometry (Å):
1 C -3.019 -0.914 0.028
2 C -2.070 -1.863 -0.396
3 C -2.540 0.342 0.391
4 C -0.752 -1.568 -0.325
5 C -1.180 0.606 0.285
6 C -0.233 -0.338 0.030
7 C -0.697 2.051 0.467
8 C -0.503 2.671 -0.821
9 C 2.483 -0.477 1.737
10 C 2.433 -0.907 -1.598
11 Si 1.704 -0.083 0.021
12 H -4.087 -1.329 0.025
13 H -2.294 -2.794 -0.649
14 H -3.061 1.218 0.714
15 H 0.031 -2.417 -0.620
16 H -1.203 2.692 1.229
17 H 0.222 2.037 1.053
18 H -1.269 3.248 -1.140
19 H 0.564 2.928 -1.149
20 H 2.842 -1.592 1.780
21 H 3.374 0.186 1.932
22 H 1.569 -0.451 2.524
23 H 1.938 -0.392 -2.375
24 H 3.520 -0.934 -1.498
25 H 2.228 -1.919 -1.647

Mulliken population analysis, charges in e, atoms 1 to 5: -0.3598, -0.8945, -0.6577, 0.0204, 0.9749

> Number 3 is which compound?

C4H8BrF